[1]
Here is a molecular structure, C35H50BHfN7O11S2 at a distorted geometry from the OMol25 dataset. Energies are from wB97M-V/def2-TZVPD.

E_LUMO = -0.114 hartree
E_HOMO = -7.74 eV
Frontier orbital gap = 4.65 eV

```
107
Properties=species:S:1:pos:R:3:forces:R:3
Hf 0.39817 0.32654 0.16405 2.8501 3.1209 0.0406
C -3.12601 -3.50068 0.73327 0.2047 -0.0451 0.3102
C -1.86173 -3.00760 1.44928 0.2405 -0.1322 -0.3178
C -0.63566 -3.24707 0.59247 -0.1895 -0.0561 0.3936
C -2.04167 -1.58090 1.87127 -0.4253 -0.0406 0.4467
C -3.09180 -1.22204 2.70981 0.4022 0.2289 -0.3070
C -2.95067 0.12721 2.96787 -0.0799 -0.4809 -0.1887
C -3.93658 0.79122 3.89293 0.0189 0.3224 0.2945
C -3.67009 0.29606 5.32121 -0.1527 -0.0206 -0.1705
C -4.08943 2.30634 3.89122 -0.0007 -0.1909 -0.0584
N -1.85343 0.54258 2.30440 -0.4894 0.0166 0.3495
N -1.29224 -0.49647 1.60826 -0.1723 -0.2839 -0.1028
B -1.20407 1.92984 2.24896 0.2012 0.1010 0.1453
N -1.45864 2.48867 0.81351 -0.4460 0.3785 0.3721
N -1.08154 1.79634 -0.29728 -1.3008 0.5986 -0.6526
C -1.42661 2.52513 -1.37212 -0.2939 0.2684 -0.0695
C -2.08111 3.67275 -0.94466 0.2492 -0.4672 0.0353
C -2.09354 3.61729 0.43801 0.1666 -0.1693 -0.1840
C -2.74332 4.65684 1.29280 -0.0048 0.0758 0.1364
C -2.03989 5.99545 1.05983 0.0250 -0.1713 0.1836
C -4.23175 4.76080 0.94266 0.1705 -0.1196 0.1460
C -1.14533 2.16598 -2.79662 0.0702 -0.0455 -0.0846
C -2.45347 1.89623 -3.54727 0.2695 -0.0968 0.1231
C -0.37987 3.30511 -3.47924 0.0877 -0.2060 0.2080
N 0.28473 1.77359 2.67936 -0.4654 0.2610 0.5138
N 1.07536 0.78559 2.16563 0.6433 -0.2187 0.9353
C 2.29216 0.91225 2.71858 0.0900 0.1842 0.4098
C 2.27495 1.97347 3.60913 -0.3806 -0.2396 -0.3316
C 0.99290 2.49220 3.57468 0.5157 -0.1738 -0.0017
C 0.57788 3.60297 4.49204 -0.4206 0.0830 -0.0297
C 0.04114 4.82531 3.75526 0.2326 -0.0999 0.0808
C -0.36598 3.10765 5.59093 0.2311 0.0657 -0.0669
C 3.47589 0.03919 2.44919 -0.0885 -0.1232 -0.2925
C 3.11150 -1.42678 2.67504 0.0789 0.0743 0.0847
C 4.02576 0.32146 1.04859 0.0224 0.0680 0.1383
H -2.97322 -4.52334 0.39925 -0.0397 -0.1038 -0.0767
H -3.98428 -3.48018 1.40025 -0.1455 0.0167 -0.0682
H -3.34101 -2.88357 -0.13597 -0.0902 0.0021 -0.1108
H -1.76404 -3.58363 2.38370 0.0281 0.1412 -0.2117
H -0.73484 -2.79483 -0.39026 0.0188 -0.0372 -0.0408
H 0.25492 -2.85050 1.07210 -0.0665 -0.1417 0.0204
H -0.48367 -4.30948 0.42403 0.0298 -0.0663 -0.0214
H -3.85573 -1.86561 3.09547 -0.1457 -0.1434 0.0913
H -4.90560 0.38320 3.57950 0.1397 -0.0111 0.0114
H -2.69348 0.62863 5.66292 0.1369 0.0651 0.0657
H -4.42999 0.68778 5.99301 -0.0479 0.0531 0.1191
H -3.69777 -0.78886 5.36512 0.0323 -0.0979 0.0729
H -3.28532 2.79190 4.43372 0.1097 0.1171 -0.0091
H -4.12859 2.69370 2.88071 -0.0039 0.1694 -0.1533
H -5.01995 2.56180 4.39401 -0.0900 0.0272 0.0233
H -1.70394 2.65757 3.01177 -0.2267 0.1904 0.2172
H -2.48268 4.44887 -1.55983 -0.1059 0.2001 -0.1668
H -2.66301 4.38939 2.34507 0.0512 -0.0699 -0.0298
H -2.20605 6.33614 0.04223 -0.0146 0.0860 -0.1378
H -2.42080 6.74589 1.74651 -0.0615 0.1394 0.0637
H -0.97005 5.89101 1.21095 0.1467 0.0764 0.0082
H -4.36663 5.11566 -0.07458 -0.0222 0.0599 -0.1491
H -4.71930 3.79295 1.02881 -0.1216 -0.0865 -0.0081
H -4.72295 5.45595 1.61843 -0.0766 0.1012 0.0555
H -0.53084 1.26483 -2.83431 -0.1086 0.3616 0.0351
H -3.06697 2.79382 -3.58586 -0.0893 0.0665 0.0007
H -2.22605 1.57143 -4.55763 -0.0257 -0.0087 -0.1521
H -3.02301 1.10277 -3.07078 -0.1991 0.0419 -0.0570
H -1.01844 4.17637 -3.60929 -0.0716 0.1081 -0.0074
H 0.49042 3.59940 -2.89634 0.0930 0.0358 -0.0258
H -0.04168 2.97693 -4.45806 0.0451 0.0034 -0.1441
H 3.09474 2.32156 4.20071 0.1780 0.0743 0.2044
H 1.50587 3.90726 4.98678 -0.0359 -0.0814 -0.1092
H -0.96647 4.65667 3.40283 -0.2207 0.0067 -0.0632
H 0.03816 5.69008 4.41442 -0.0398 0.1054 0.0573
H 0.67634 5.03586 2.89990 0.0486 0.1449 -0.1565
H -1.32453 2.80711 5.18391 -0.1676 -0.0333 -0.0730
H 0.06774 2.25189 6.10242 0.0202 -0.1024 0.0968
H -0.52848 3.89698 6.32053 -0.0789 0.0885 0.0944
H 4.24973 0.32208 3.17241 -0.1607 0.0152 -0.0433
H 2.22237 -1.68414 2.10564 0.0750 -0.1202 0.2032
H 3.91692 -2.07109 2.33856 0.0604 -0.1122 0.0286
H 2.92184 -1.60110 3.73211 -0.0681 -0.0673 0.1031
H 3.24732 0.15934 0.30361 0.3597 0.1753 -0.0363
H 4.38515 1.34805 0.98306 -0.0843 0.0697 -0.0955
H 4.84906 -0.35123 0.82460 0.0480 -0.0810 -0.0474
O 2.75075 4.05215 -0.28754 0.0693 0.7936 0.5575
C 2.11381 3.03263 -0.32437 1.1550 -1.4377 -3.0515
O 1.24269 2.54403 0.42620 -1.2774 -0.7542 1.5669
C 2.33810 1.99801 -1.60252 0.9383 3.6552 1.9332
O 3.09618 2.29847 -2.48584 -0.0119 -0.6715 -0.6329
O 1.60847 0.97257 -1.44545 -1.4814 -2.3197 -0.0947
O 1.57638 -3.46921 -1.06059 -0.3723 0.2709 0.0558
S 2.33499 -2.30051 -0.75342 2.0656 -1.2279 -0.5468
O 3.59915 -2.53605 -0.10637 -0.4265 0.4145 -0.0928
O 1.53535 -1.27381 0.03523 0.6023 -1.2499 0.0845
C 2.70140 -1.45039 -2.28337 0.1058 -0.2788 0.6810
C 4.02090 -1.11791 -2.53503 -0.1258 -0.2013 0.1764
C 4.35401 -0.37714 -3.65707 -0.2399 -0.0195 -0.1172
C 3.35648 0.04101 -4.52361 0.0957 -0.1582 0.1437
C 2.03625 -0.30153 -4.27911 -0.1427 -0.1150 -0.1198
C 1.71646 -1.05708 -3.16180 -0.6464 -0.0156 -0.2116
S -0.02489 -1.40256 -2.95528 -0.0007 -0.1901 -1.8135
O -0.71466 -0.66597 -3.97787 -0.0040 0.1738 0.4273
O -0.34523 -2.78559 -2.87390 0.0611 0.0724 0.5166
O -0.40001 -0.70010 -1.54907 -0.7208 -0.5537 -0.6298
H 4.75426 -1.45577 -1.82045 0.1666 0.0805 0.0133
H 5.38343 -0.10930 -3.83853 0.0608 0.0427 0.0003
H 3.60428 0.65726 -5.37304 -0.0279 0.0319 -0.0931
H 1.23811 0.01076 -4.93462 0.0568 0.0973 -0.0520
O -2.81056 -0.85559 -1.88338 3.7705 1.1108 4.5205
N -2.06606 -0.61913 -1.02741 -4.5426 -1.3950 -5.0885
```
Forces are in eV/Å.

Mulliken population analysis, charges in e, atoms 1 to 2: atom 1 (Hf): 1.599, atom 2 (C): -1.448

***

[2]
Here is a molecular structure, C35H50N10O5SSb2Ti from the OMol25 dataset. Energies are from wB97M-V/def2-TZVPD.

E_LUMO (alpha / beta) = -0.086 / -0.087 hartree
E_HOMO (alpha / beta) = -9.91 / -9.92 eV
Expectation value of S² = 0.75
Frontier orbital gap (alpha / beta) = 7.58 / 7.56 eV
Charge = +1
Spin multiplicity = 2

```
104
Properties=species:S:1:pos:R:3:forces:R:3
Ti -0.50852 0.58683 0.76017 0.5363 -0.3390 0.5417
C 1.33662 -5.93030 -1.25307 0.0053 0.0095 -0.0141
Sb -0.00265 -4.24807 -1.20786 -0.0051 -0.0195 -0.0418
C 1.48911 -2.89733 -1.95875 0.0765 -0.0116 -0.0819
C -0.95748 -4.75385 -3.11165 0.0402 0.0159 0.0209
C -0.29379 -4.10443 -4.27920 0.0146 -0.0474 -0.0043
C 0.78056 -4.74447 -4.89796 -0.0044 -0.0169 0.0088
C 1.48164 -4.15126 -5.93499 0.0022 0.0078 0.0067
C 1.10167 -2.89335 -6.37966 0.0076 0.0083 0.0004
C 0.01870 -2.25956 -5.79259 -0.0097 -0.0108 -0.0019
C -0.69300 -2.84267 -4.74441 0.0361 0.0565 0.0481
C -1.87114 -2.11519 -4.18001 -0.0464 -0.0327 -0.0277
Sb -1.67981 -1.04907 -2.27916 -0.2144 0.1989 -0.0920
C -3.33956 -2.03227 -1.34767 0.0002 0.0017 -0.0269
C -2.76673 0.63261 -3.03819 -0.0678 -0.0015 0.0341
H 1.79319 -6.00786 -2.23921 0.0110 0.0017 0.0031
H 0.79597 -6.84943 -1.03149 -0.0014 -0.0004 -0.0014
H 2.12626 -5.80337 -0.51180 0.0036 -0.0058 0.0091
H 1.87746 -3.25998 -2.90922 -0.0024 -0.0583 -0.0369
H 2.30251 -2.84260 -1.23401 -0.0354 -0.0860 -0.1300
H 1.05837 -1.90527 -2.09201 0.0615 -0.1357 0.0551
H -2.01523 -4.51185 -3.03477 -0.0021 0.0223 0.0149
H -0.86469 -5.83933 -3.16385 -0.0217 -0.0035 -0.0066
H 1.06406 -5.73536 -4.55982 -0.0014 0.0021 -0.0031
H 2.30625 -4.67411 -6.40168 0.0017 -0.0011 0.0016
H 1.62749 -2.42167 -7.20067 -0.0041 -0.0040 -0.0048
H -0.31156 -1.29816 -6.16995 0.0123 0.0303 -0.0085
H -2.72649 -2.77776 -4.03509 0.0012 -0.0060 -0.0126
H -2.18186 -1.33968 -4.88131 -0.0025 0.0026 0.0136
H -4.25238 -1.76291 -1.87830 -0.0052 -0.0149 -0.0055
H -3.42856 -1.71947 -0.30974 -0.0081 0.0244 0.0077
H -3.20320 -3.11270 -1.39572 0.0120 -0.0013 0.0164
H -2.13275 1.19152 -3.72592 0.0424 0.0548 -0.0612
H -3.64915 0.28558 -3.57550 0.0025 -0.0005 -0.0059
H -3.07454 1.27009 -2.21166 0.0086 -0.0024 -0.0167
C -0.30214 0.73612 4.79710 0.0042 0.0069 -0.0106
C 0.36959 1.34948 3.61056 0.0369 0.0091 0.0753
O 0.75065 0.66538 2.64203 -0.1126 0.0825 -0.1799
N 0.55802 2.67029 3.61160 -0.0205 0.0006 -0.0358
C 1.18395 3.33674 2.47949 -0.0135 -0.0143 0.0083
C 0.28023 3.53671 1.28179 0.0504 -0.0378 -0.0053
C -0.59772 4.59990 1.20281 0.0217 0.0168 -0.0094
C -1.41704 4.72545 0.08899 -0.0046 -0.0103 -0.0179
C -1.27685 3.82806 -0.95491 0.0459 0.0619 0.0062
C -0.34527 2.81490 -0.81788 -0.0122 0.0792 -0.1088
N 0.38767 2.63145 0.29176 -0.2933 0.0320 -0.1006
H 0.00831 -0.30202 4.88437 0.0118 0.0022 0.0056
H -1.37616 0.76285 4.60282 -0.0026 -0.0146 -0.0088
H -0.08755 1.26912 5.72185 -0.0172 0.0074 -0.0030
H 0.15193 3.21915 4.35114 0.0323 -0.0022 0.0149
H 2.03413 2.73194 2.16793 0.0129 0.0133 0.0009
H 1.55158 4.30237 2.82330 -0.0210 0.0031 0.0050
H -0.66102 5.30997 2.01680 -0.0007 -0.0030 0.0025
H -2.15026 5.51872 0.03754 -0.0007 0.0010 -0.0020
H -1.88589 3.89012 -1.84540 0.0081 0.0077 -0.0113
H -0.18264 2.09641 -1.61822 -0.0510 -0.0183 0.0188
C 0.42657 -4.46553 2.82932 0.0127 -0.0083 0.0225
N -0.44557 -3.31264 2.64850 0.0077 0.0247 -0.0033
C -1.85513 -3.47652 2.98791 0.0008 0.0075 0.0087
C -0.08324 -2.26750 1.86916 -0.0382 -0.0804 -0.1142
N -0.88476 -1.36417 1.42474 -0.0508 -0.0041 0.0931
N 1.27175 -2.20648 1.56149 0.0296 0.0288 0.0483
C 1.90308 -1.29672 0.73985 -0.0486 0.0835 0.0342
N 3.23028 -1.51390 0.58691 0.0507 0.0734 0.1397
N 1.29428 -0.32030 0.16473 -0.0337 -0.0289 -0.0171
H -0.11742 -5.21950 3.38972 0.0043 -0.0021 -0.0116
H 1.31366 -4.21731 3.41895 0.0022 -0.0016 0.0053
H 0.72305 -4.90690 1.87430 0.0065 0.0022 -0.0008
H -2.41520 -3.93470 2.16859 -0.0103 0.0217 -0.0130
H -2.30811 -2.51851 3.23793 0.0033 0.0173 0.0124
H -1.92643 -4.10938 3.86900 0.0000 -0.0137 -0.0276
H -1.86386 -1.49302 1.66508 -0.0067 -0.0379 -0.0123
H 1.86662 -2.86333 2.03373 0.0065 0.0009 0.0123
H 3.69353 -2.33040 0.94029 -0.0022 -0.0269 -0.0212
H 3.75210 -0.88573 -0.00066 -0.0039 0.0019 -0.0242
H 1.92744 0.23558 -0.42074 0.0278 0.0219 -0.0293
O -3.61799 -0.07997 2.00222 0.0031 0.0060 -0.0118
S -3.02801 1.10254 1.42313 -0.0977 0.0639 0.0653
O -1.73483 1.45925 2.15732 -0.2082 0.1302 0.0712
O -2.33599 0.68715 0.08327 0.2196 -0.0398 -0.1140
O -3.86076 2.24327 1.22312 -0.0009 -0.0186 -0.0218
C 3.73572 3.18235 -2.84970 0.0137 -0.0084 0.0102
C 3.44986 2.44255 -1.71534 0.0916 -0.0236 0.0493
N 2.95863 1.20468 -1.76343 -0.0430 -0.0594 -0.0232
C 2.69541 0.67962 -2.96043 -0.0495 0.0771 -0.0382
C 2.90356 1.35524 -4.15982 0.0426 -0.0305 -0.0107
C 3.47024 2.62260 -4.08847 -0.0250 0.0095 -0.0141
C 2.58395 0.69673 -5.44953 -0.0526 0.0420 0.0016
C 1.53803 0.92120 -6.24163 0.0316 0.0028 0.0384
C 0.38991 1.84060 -6.08300 -0.0114 0.0043 -0.0322
C 0.36079 3.01070 -5.32876 0.0267 -0.0343 -0.0216
C -0.79785 3.76609 -5.37843 -0.0162 -0.0017 0.0361
N -1.86458 3.40962 -6.08543 -0.0111 -0.0226 0.0340
C -1.74754 2.26698 -6.75362 -0.0043 -0.0306 0.0169
N -0.68389 1.47546 -6.79611 -0.0042 -0.0234 0.0023
H 4.16310 4.17155 -2.76249 -0.0047 0.0013 0.0018
H 3.63791 2.84600 -0.72711 -0.0059 0.0087 0.0000
H 2.28557 -0.32652 -2.97064 0.0043 0.0236 -0.0050
H 3.68644 3.16707 -4.99968 0.0001 0.0039 0.0001
H 3.27323 -0.08417 -5.75549 0.0008 -0.0065 0.0009
H 1.44357 0.31092 -7.13208 -0.0048 -0.0059 -0.0034
H 1.20625 3.35255 -4.75628 0.0239 -0.0078 0.0232
H -0.86869 4.70322 -4.83564 0.0044 -0.0020 -0.0003
H -2.60751 1.95155 -7.33347 0.0014 0.0014 0.0006
```
Forces are in eV/Å.

Mulliken population analysis, charges in e, atoms 1 to 2: atom 1 (Ti): -0.657, atom 2 (C): -1.494